Entry 1:
Density functional theory data (ωB97M-V/def2-TZVPD) for 6 unconnected molecules or ions with the total composition C34H71ClF4N2O10P3.

```
125
Properties=species:S:1:pos:R:3:forces:R:3
C -0.0296 -5.0125 2.5550 -0.84 1.18 -1.19
C -0.0159 -3.7908 2.6787 -0.02 0.26 -0.03
C 0.0312 -2.2355 2.9925 1.42 -2.41 1.11
C 1.6068 -1.9816 2.7881 -2.70 -0.12 -1.20
P 2.8533 -2.2131 4.1636 1.40 0.15 4.36
O 2.8477 -1.0071 5.0521 -0.16 -1.60 -2.70
O 4.3787 -2.6721 3.6928 -2.80 -0.38 0.03
O 2.2455 -3.4689 5.1159 1.26 1.19 -2.70
N 1.6896 -1.6117 1.5289 -0.29 0.17 0.98
P 3.3636 -1.2002 1.0212 2.59 1.52 -0.66
O 3.4801 0.4718 0.7266 -0.93 -2.08 0.45
Cl 3.8191 -2.1126 -0.8377 -0.84 0.88 1.28
C 0.3706 -1.5519 0.7646 -0.07 0.69 -0.33
P 0.7231 -0.4693 -0.7288 -0.03 0.41 -1.26
C -0.3528 -1.2251 -2.1197 -0.38 0.59 0.40
C 0.0863 1.2886 -0.6149 -0.59 1.04 -1.10
C 0.5858 2.0065 -1.9869 0.77 -1.52 0.32
C -0.7137 -1.2704 1.8925 1.55 -3.69 1.85
N -1.9501 -2.0308 1.7073 0.12 1.50 -0.29
C -2.9950 -1.8837 2.7231 -1.68 -0.78 1.12
C -2.3564 -2.3911 0.3708 -1.34 -1.25 -3.05
C -2.0425 -3.8736 -0.1492 0.31 -0.05 0.28
O -2.9975 -1.7132 -0.4224 1.25 -0.36 2.28
C -0.7548 0.1586 2.6005 -0.41 1.34 1.01
F -0.9964 0.0736 3.9947 0.65 -0.61 -2.48
F 0.4986 0.8348 2.5247 -1.77 -1.46 -0.21
C -1.8412 1.1895 2.0699 -1.07 2.21 0.06
F -2.6232 1.6869 3.1434 1.31 -1.23 -1.74
F -2.7272 0.7191 1.1114 1.45 0.10 1.40
H -0.3086 -6.0020 2.0931 0.76 1.42 1.19
H -0.3712 -2.2534 4.0435 0.74 0.81 -0.97
H 4.3692 -3.5473 3.2413 0.26 0.66 0.20
H 2.7715 -4.2846 4.9839 -0.49 0.32 0.21
H 3.5787 0.9414 1.5888 0.05 -0.48 -0.60
H 0.3693 -2.5980 0.3007 -0.80 1.22 0.87
H -0.5204 -2.3303 -1.9084 0.19 1.48 -0.50
H 0.1790 -1.0495 -3.0981 -0.41 -0.41 1.12
H -1.3332 -0.6505 -2.1687 1.04 -1.03 0.12
H 0.5352 1.9101 0.2137 -0.63 -1.10 -0.63
H -1.0437 1.3267 -0.6631 1.20 -0.01 0.59
H -0.1399 1.8231 -2.8293 0.72 0.51 0.97
H 1.5459 1.4518 -2.2700 -1.04 1.11 0.10
H 0.8300 3.0899 -1.8112 -0.48 -1.17 -0.33
H -3.6407 -2.8265 2.6987 0.85 1.20 -0.07
H -2.5946 -1.8441 3.7902 -0.17 -0.03 -1.58
H -3.7106 -1.0180 2.6055 0.96 -0.70 -0.14
H -2.1224 -3.9124 -1.2782 -0.13 0.28 1.41
H -2.7790 -4.6307 0.2794 0.80 1.07 -0.37
H -1.0120 -4.2338 0.1308 -1.07 0.42 -0.10
H -1.3135 2.1008 1.6435 -0.56 -1.28 0.46
C 3.2865 5.1234 -3.9660 -0.20 0.22 -0.12
C 3.4334 3.9995 -4.9765 0.10 -0.02 0.13
O 2.2006 3.3854 -5.3244 -0.12 -0.25 0.10
C 1.2269 4.2208 -5.9333 -0.01 0.05 -0.11
C 1.6807 4.8205 -7.2528 0.22 0.09 0.02
H 2.7427 4.7792 -3.0822 0.08 -0.05 -0.01
H 4.2677 5.4896 -3.6572 -0.03 -0.06 -0.01
H 2.7311 5.9676 -4.3827 0.10 0.03 0.02
H 4.0554 3.2152 -4.5385 -0.13 -0.07 -0.13
H 3.9550 4.3426 -5.8760 -0.01 0.08 0.02
H 0.9049 5.0020 -5.2362 0.05 0.09 -0.04
H 0.3522 3.5918 -6.1163 0.14 -0.13 0.12
H 2.5077 5.5199 -7.1123 -0.09 0.04 -0.02
H 0.8608 5.3641 -7.7261 0.03 -0.04 0.04
H 2.0259 4.0379 -7.9329 -0.09 0.01 0.04
C -4.4395 -8.0905 3.3424 -0.09 -0.17 -0.04
C -4.8832 -6.8734 2.5506 0.02 -0.11 0.10
O -4.5821 -6.9554 1.1645 0.25 0.28 -0.11
C -5.1857 -8.0238 0.4480 -0.15 -0.08 -0.09
C -6.7038 -7.9776 0.4543 -0.06 0.06 0.23
H -3.3800 -8.2973 3.1716 -0.03 0.07 0.02
H -4.6012 -7.9301 4.4106 -0.02 0.02 -0.05
H -4.9972 -8.9836 3.0512 0.00 0.04 0.08
H -4.3501 -5.9966 2.9291 0.00 0.02 -0.20
H -5.9501 -6.6750 2.6971 -0.01 -0.07 0.03
H -4.8196 -8.9865 0.8193 -0.06 -0.01 0.06
H -4.8366 -7.9391 -0.5837 0.12 0.15 0.13
H -7.1061 -8.1358 1.4575 -0.02 -0.07 -0.06
H -7.1111 -8.7549 -0.1948 0.04 0.04 0.02
H -7.0610 -7.0047 0.1084 0.05 -0.07 -0.05
C -0.0463 9.5499 -3.3809 -0.05 0.20 -0.12
C 1.3912 9.0999 -3.5767 -0.08 0.00 0.01
O 1.7826 9.0278 -4.9387 0.06 -0.26 -0.06
C 1.7378 10.2419 -5.6736 0.07 0.12 -0.04
C 2.6551 11.3200 -5.1221 -0.03 0.00 0.23
H -0.7281 8.9271 -3.9648 0.06 -0.03 0.06
H -0.3252 9.4879 -2.3270 0.03 -0.01 -0.04
H -0.1910 10.5835 -3.7038 -0.01 -0.03 0.09
H 1.4998 8.0899 -3.1725 0.11 0.01 -0.19
H 2.0840 9.7351 -3.0143 -0.06 0.07 0.01
H 0.7070 10.6035 -5.7499 0.00 0.06 0.06
H 2.0541 9.9983 -6.6903 -0.03 -0.20 0.12
H 2.3329 11.6542 -4.1332 -0.01 0.07 -0.07
H 2.6612 12.1892 -5.7825 0.00 -0.06 0.01
H 3.6761 10.9433 -5.0234 -0.05 0.01 -0.08
C -7.1673 -4.8702 6.5078 0.10 0.09 0.21
C -7.2343 -6.3849 6.5992 -0.03 0.07 -0.04
O -5.9858 -6.9915 6.8966 0.15 -0.12 -0.22
C -5.3887 -6.6361 8.1348 -0.02 -0.04 0.14
C -6.2313 -7.0054 9.3435 -0.22 0.07 -0.04
H -6.3900 -4.5604 5.8048 -0.07 -0.05 -0.03
H -8.1256 -4.4654 6.1766 0.04 -0.04 0.00
H -6.9314 -4.4196 7.4748 -0.08 0.01 -0.04
H -7.5439 -6.7807 5.6285 0.16 -0.13 0.08
H -7.9939 -6.7035 7.3205 0.00 0.08 0.03
H -5.1335 -5.5709 8.1433 -0.07 0.04 0.05
H -4.4425 -7.1796 8.1877 -0.08 -0.03 -0.21
H -7.1586 -6.4290 9.3777 0.06 0.02 0.07
H -5.6815 -6.8079 10.2657 -0.01 -0.02 -0.06
H -6.5044 -8.0628 9.3138 0.09 0.05 0.01
C 7.8315 2.7026 -1.7713 0.09 0.22 0.03
C 7.6951 2.2993 -3.2296 -0.01 -0.01 0.07
O 6.9993 3.2512 -4.0185 -0.25 -0.07 -0.06
C 7.5811 4.5432 -4.1111 0.11 0.07 -0.07
C 8.9647 4.5428 -4.7382 0.12 -0.17 0.09
H 6.8546 2.9441 -1.3452 0.01 -0.07 -0.04
H 8.2800 1.8928 -1.1921 -0.02 0.02 -0.04
H 8.4651 3.5851 -1.6563 0.02 -0.09 0.04
H 7.1159 1.3740 -3.2841 -0.07 0.14 -0.16
H 8.6727 2.0798 -3.6715 0.04 0.04 0.07
H 7.5944 5.0267 -3.1283 0.08 -0.01 0.03
H 6.9123 5.1381 -4.7376 -0.11 -0.20 0.04
H 9.6908 4.0237 -4.1084 0.01 0.09 -0.01
H 9.3181 5.5656 -4.8814 -0.04 -0.04 0.00
H 8.9487 4.0351 -5.7055 -0.05 0.09 0.03
```
Positions in Å, forces in eV/Å.

Its HOMO-LUMO gap is 5.923 eV. The energy above the lowest of the compared OMol25 structures with the same formula, charge and spin is 63.7 kcal/mol. Its total charge is +1. Its highest occupied orbital energy is -10.907 eV.

Here are the Mulliken charges for atoms 1 to 99, given in e: C 0.006; C -1.186; C 0.583; C -0.328; P 0.863; O -0.628; O -0.473; O -0.525; N 0.408; P 0.344; O -0.491; Cl -0.229; C -0.946; P 0.479; C -1.113; C -0.152; C -1.273; C -0.272; N 1.037; C -0.721; C 0.108; C -0.644; O -0.494; C 1.023; F -0.345; F -0.266; C 0.019; F -0.322; F -0.199; H 0.431; H 0.854; H 0.387; H 0.341; H 0.363; H 0.032; H 0.248; H 0.418; H 0.360; H 0.280; H 0.330; H 0.268; H 0.294; H 0.377; H 0.238; H 0.322; H 0.316; H 0.328; H 0.127; H 0.137; H 0.256; C -0.586; C -0.262; O -0.407; C -0.236; C -1.143; H 0.120; H 0.384; H 0.061; H 0.200; H 0.301; H 0.263; H 0.359; H 0.250; H 0.402; H 0.315; C -1.078; C -0.079; O -0.317; C -0.350; C -1.059; H 0.310; H 0.301; H 0.281; H 0.162; H 0.253; H 0.306; H 0.336; H 0.254; H 0.393; H 0.292; C -1.132; C -0.172; O -0.359; C -0.354; C -1.045; H 0.305; H 0.398; H 0.258; H 0.245; H 0.289; H 0.309; H 0.300; H 0.270; H 0.391; H 0.288; C -1.047; C -0.362; O -0.376; C -0.337

***

Entry 2:
Density functional theory data (ωB97M-V/def2-TZVPD) for 12 unconnected molecules or ions with the total composition C34H72O22S6.

```
134
Properties=species:S:1:pos:R:3:forces:R:3
O 2.6524 5.4050 2.1335 -0.26 0.87 0.37
S 1.4079 5.0309 1.5121 -1.72 -0.99 -1.45
O 0.2091 4.6842 2.2852 1.31 0.53 -0.25
C 0.9136 6.1555 0.1134 1.41 -0.08 0.22
C 1.9825 5.8235 -0.9556 0.04 0.15 0.51
C 2.1367 4.2966 -1.0415 0.18 -0.88 1.72
C 1.8437 3.6830 0.4237 -1.33 -0.01 -0.95
H 0.9968 7.1698 0.5036 -0.09 0.02 -0.11
H -0.0838 5.9698 -0.2852 0.00 -0.29 0.63
H 1.7253 6.2751 -1.9137 -0.10 -0.15 -0.03
H 2.9467 6.2371 -0.6601 -0.03 0.18 0.12
H 3.1530 4.0096 -1.3113 -0.02 0.15 -0.13
H 1.4658 3.8619 -1.7825 -0.04 0.03 0.29
H 2.5045 3.0259 0.9891 0.77 0.31 -0.48
H 0.9202 3.1050 0.3895 -0.19 0.03 -0.24
O 4.6203 -2.1436 -0.3902 0.29 -0.49 0.68
S 5.1188 -2.8787 0.7657 -2.08 -0.92 0.54
O 5.8354 -2.1887 1.7937 0.86 0.80 0.45
C 3.7680 -3.8582 1.6835 0.64 0.28 -1.64
C 4.3059 -5.3060 1.7647 0.12 -0.02 -0.29
C 5.7875 -5.4005 1.3104 1.33 0.14 -0.57
C 6.0796 -4.2999 0.2512 -1.14 0.39 -0.02
H 2.9359 -3.7620 0.9859 -0.17 -0.21 0.13
H 3.4500 -3.3779 2.6088 0.54 0.06 -0.06
H 4.2152 -5.7319 2.7639 -0.04 0.20 -0.01
H 3.7031 -5.9339 1.1086 -0.03 0.02 0.00
H 6.0780 -6.3172 0.7971 -0.75 -0.37 -0.03
H 6.4822 -5.4573 2.1484 -0.08 0.87 0.18
H 5.6439 -4.6147 -0.6970 -0.17 -0.01 -0.04
H 7.0263 -3.8363 -0.0258 0.49 -0.62 0.68
O -2.3740 5.7818 0.3239 -0.05 -0.08 -0.18
S -2.6034 4.3807 0.0733 0.02 -0.56 0.35
O -1.5900 3.6148 -0.6414 -0.53 0.20 0.53
C -3.0938 3.5401 1.6486 -0.03 0.37 -1.37
C -4.3682 2.7283 1.3360 0.25 0.77 0.10
C -4.7138 2.7621 -0.1900 1.58 0.03 0.10
C -4.1782 4.1515 -0.7734 -0.56 -1.11 1.68
H -3.3196 4.3516 2.3405 0.54 -0.19 0.10
H -2.2486 2.9034 1.9099 0.01 0.37 0.30
H -4.1603 1.7336 1.7302 -0.47 -0.15 -0.38
H -5.1725 3.1724 1.9225 -0.15 -0.15 -0.03
H -5.7635 2.5136 -0.3465 0.03 0.51 -0.20
H -4.1355 1.9285 -0.5884 -0.02 0.15 -0.53
H -4.8155 4.9100 -0.3190 -0.02 0.33 -0.41
H -3.9864 4.3271 -1.8319 -0.33 -0.42 0.05
O -4.6345 -2.5833 3.9566 -1.39 0.58 -0.82
S -5.6978 -2.4156 2.9653 -0.01 0.41 -0.31
O -6.1373 -3.5856 2.2310 0.14 0.13 0.09
C -7.2367 -1.5410 3.5547 1.45 0.25 -0.48
C -7.7045 -0.6463 2.3180 1.10 -2.04 1.38
C -6.4052 -0.0364 1.7472 0.47 0.13 0.75
C -5.2703 -1.1194 1.6698 -0.98 -0.55 0.34
H -6.7848 -0.9758 4.3699 -0.32 0.65 -0.02
H -7.9280 -2.2321 4.0368 -0.04 -0.17 -0.59
H -8.0864 -1.3212 1.5519 -0.26 -0.09 0.08
H -8.5371 -0.0529 2.6956 0.42 0.65 -0.41
H -5.9455 0.6871 2.4205 -0.56 0.20 0.34
H -6.6115 0.5452 0.8487 0.22 -0.47 -0.35
H -4.2825 -0.6901 1.8378 -0.10 -0.15 0.20
H -5.2373 -1.7660 0.7929 -0.15 0.32 -0.26
O 2.7624 4.7717 -6.0666 -1.02 -0.63 0.97
S 2.6316 3.7301 -5.0465 1.16 1.03 0.73
O 1.5053 3.6565 -4.0926 1.54 -0.07 -1.85
C 3.0196 2.1654 -5.8766 0.45 0.45 1.24
C 3.8148 1.4045 -4.7866 0.10 -0.76 -0.15
C 4.8830 2.3590 -4.1918 -0.80 0.20 0.56
C 4.2547 3.7606 -4.1327 0.58 0.57 -0.42
H 3.7405 2.4669 -6.6366 -0.34 0.05 -0.28
H 2.0765 1.8189 -6.2992 0.28 -0.53 0.17
H 3.1708 0.9886 -4.0118 -0.20 0.32 0.08
H 4.3382 0.5329 -5.1795 -0.17 0.00 -0.35
H 5.8267 2.3249 -4.7363 -0.26 0.21 -0.40
H 5.1672 2.0930 -3.1737 -0.23 -0.42 -0.01
H 4.8855 4.4715 -4.6663 -0.32 -0.01 -0.50
H 4.2513 4.2162 -3.1425 -0.79 -0.43 0.11
O 0.9731 0.1806 1.6554 -0.26 -0.83 -1.32
S 0.5777 -0.6744 0.5215 0.06 0.31 1.00
O 0.7093 -2.1341 0.7083 -0.41 1.55 -0.41
C -1.1207 -0.0529 -0.0092 1.86 -0.52 -0.54
C -0.9172 0.2764 -1.4866 0.24 -0.76 -0.90
C 0.5534 0.7313 -1.8127 -0.66 0.06 1.00
C 1.4586 -0.2139 -0.9927 -0.11 0.16 -0.47
H -1.2394 0.8710 0.5569 -0.25 -0.31 0.31
H -1.8293 -0.8681 0.1376 -0.12 0.31 0.21
H -1.0401 -0.6244 -2.0880 -0.14 -0.38 0.25
H -1.7546 0.8839 -1.8298 0.46 0.63 -0.05
H 0.7119 1.7820 -1.5698 0.02 -0.04 0.09
H 0.7986 0.5772 -2.8635 -0.28 0.10 0.01
H 2.4456 0.1756 -0.7436 -0.15 0.13 0.31
H 1.6231 -1.1052 -1.5981 -0.20 -0.25 0.36
O -3.1532 -2.2762 -1.4876 -0.22 -3.62 1.91
C -3.2263 -3.4481 -1.0329 1.70 3.21 -2.77
O -4.2998 -4.0298 -0.6090 -1.77 0.98 0.36
C -4.0254 -5.3145 -0.1570 -0.49 -1.86 1.45
C -2.6434 -5.6533 -0.6576 0.02 0.37 -0.10
O -2.2109 -4.3267 -1.0830 0.76 -0.47 -0.14
H -4.0203 -5.3423 0.9327 -0.26 0.29 0.05
H -4.8168 -5.9801 -0.5017 0.11 0.05 -0.09
H -2.6591 -6.4084 -1.4436 0.13 0.60 -0.64
H -1.9870 -6.0729 0.1048 0.06 0.64 0.16
O 1.6735 -3.1898 5.4536 1.90 1.73 -0.22
C 2.2929 -2.1804 5.1463 -1.93 -0.97 1.57
O 2.2981 -1.6894 3.9255 0.20 -0.12 -1.86
C 3.1459 -0.5101 3.8230 -0.82 -0.87 0.51
C 3.0740 -0.0942 5.2382 0.55 1.48 1.25
O 2.8914 -1.3004 6.0196 0.20 -0.22 -1.09
H 4.1543 -0.8406 3.5742 -0.09 0.09 -0.46
H 2.6986 0.2358 3.1660 0.22 -0.48 -0.29
H 2.2604 0.5908 5.4767 -0.30 -0.21 -0.19
H 3.9812 0.4734 5.4456 0.20 -0.46 0.80
C -0.1807 -2.9043 -3.7315 -2.08 -0.48 0.64
O 0.9845 -2.1168 -3.7658 0.00 -0.50 -0.10
H -0.1781 -3.8823 -4.2128 0.69 0.13 -0.70
H -0.5559 -3.1792 -2.7457 0.63 0.29 0.71
H -1.0590 -2.3716 -4.0961 0.40 0.40 -0.55
H 1.6849 -2.7391 -3.5562 0.39 0.22 0.04
C -4.6637 0.5627 -2.9902 -0.98 -0.62 0.18
O -3.8759 0.7675 -4.1282 0.86 -0.08 -0.25
H -4.1556 0.1044 -2.1417 0.85 0.52 -0.08
H -5.1464 1.5024 -2.7217 -0.14 -0.08 0.29
H -5.4032 -0.2230 -3.1450 -0.51 0.19 -0.36
H -4.3488 0.5002 -4.9197 -0.05 -0.01 0.16
C -1.0172 -3.7862 3.4959 0.11 0.52 0.97
O -0.8203 -3.9792 2.1356 -0.52 -0.98 -1.14
H -0.0570 -3.6652 3.9975 -0.14 0.03 0.28
H -1.6499 -2.9182 3.6813 -0.01 0.30 0.14
H -1.5519 -4.6173 3.9558 0.11 -0.28 -0.31
H -0.2659 -3.2837 1.7743 0.20 0.25 -0.06
C 5.3172 1.3806 0.3611 0.44 -0.25 0.13
O 4.6791 1.5296 1.6211 -0.35 0.00 -0.08
H 5.4761 0.3501 0.0436 -0.56 -0.34 0.20
H 4.6748 1.8853 -0.3604 0.17 0.07 -0.06
H 6.3343 1.7719 0.3396 -0.06 0.65 0.08
H 5.2702 1.4104 2.3680 0.31 -0.12 -0.31
```
Positions in Å, forces in eV/Å.

Its HOMO-LUMO gap is 9.302 eV. Its highest occupied orbital energy is -9.080 eV.

Here are the Mulliken charges for atoms 1 to 99, given in e: O -0.669; S 1.044; O -0.598; C -0.423; C -0.972; C 0.621; C 0.354; H 0.527; H 0.002; H 0.439; H 0.363; H -0.480; H -0.018; H 0.349; H -0.447; O -0.574; S 1.095; O -0.668; C 0.261; C -0.732; C -0.707; C -0.806; H 0.092; H -0.248; H 0.356; H 0.294; H 0.401; H 0.319; H 0.328; H 0.471; O -0.774; S 1.172; O -0.550; C -0.901; C -0.191; C -0.019; C -1.150; H 0.528; H 0.234; H -0.103; H 0.379; H 0.642; H -0.293; H 0.368; H 0.476; O -0.629; S 1.098; O -0.630; C -0.900; C -0.747; C -0.311; C -0.236; H 0.379; H 0.484; H 0.310; H 0.417; H 0.282; H 0.111; H 0.229; H 0.174; O -0.733; S 0.993; O -0.459; C -0.797; C 0.025; C -0.520; C -0.557; H 0.339; H 0.466; H -0.302; H 0.462; H 0.270; H 0.170; H 0.413; H 0.300; O -0.772; S 1.082; O -0.595; C -0.115; C -0.316; C 0.350; C -0.433; H -0.152; H 0.077; H -0.239; H 0.602; H -1.079; H 0.690; H 0.305; H 0.217; O -0.453; C 0.623; O -0.318; C -0.353; C -0.252; O -0.271; H 0.184; H 0.357; H 0.252